Here is a single C4H7Cl molecule at a distorted geometry from the OMol25 dataset. Energies are from ωB97M-V/def2-TZVPD.

Properties
SMILES string	CC(C)=CCl
orbital gap	10.3	eV
E_LUMO	0.99	eV
F_max	0.042	Eh/bohr
molecular weight	90.6	Da
HOMO	-9.35	eV
electronic energy	-616.76073	a.u.
energy relative to the best compared isomer or geometry (same formula, charge and spin)	44.11	kJ/mol

Each line ends with the natural charge from an NBO analysis.
Element x y z (Å)
C (0.27170, -1.18638, 1.32375)  -0.66
C (-0.32793, 0.14895, 0.76872)  -0.01
C (-1.12611, 1.06360, 1.76458)  -0.64
C (-0.14800, 0.59450, -0.44680)  -0.19
Cl (0.66167, -0.24643, -1.79296)  -0.05
H (-0.19122, -1.56525, 2.21483)  0.22
H (0.16554, -2.07193, 0.63911)  0.23
H (1.30818, -1.16704, 1.65757)  0.23
H (-1.23782, 0.45985, 2.64945)  0.22
H (-0.56424, 1.81519, 2.22464)  0.22
H (-2.06417, 1.53961, 1.47095)  0.23
H (-0.68266, 1.45490, -0.83780)  0.21


Here is a single C4H7Cl molecule at a distorted geometry from the OMol25 dataset. Energies are from ωB97M-V/def2-TZVPD.

Properties
orbital gap (alpha / beta)	7.9 / 8.8	eV
E_LUMO (alpha / beta)	-0.11 / 0.36	eV
F_max	0.048	Eh/bohr
molecular weight	90.6	Da
HOMO (alpha / beta)	-7.99 / -8.42	eV
electronic energy	-616.67078	a.u.
energy relative to the best compared isomer or geometry (same formula, charge and spin)	280.28	kJ/mol

Each line ends with the natural charge from an NBO analysis.
Element x y z (Å)
C (-0.81090, 0.57714, -0.50817)  -0.54
C (0.49844, -0.15174, -0.79295)  -0.05
C (-1.72012, 0.09289, 0.69262)  -0.15
C (1.60615, -0.11357, 0.17991)  -0.69
Cl (-2.40435, -1.46227, 0.56368)  0.00
H (-0.59419, 1.61869, -0.26551)  0.21
H (-1.42979, 0.54075, -1.40379)  0.22
H (0.44916, -1.02058, -1.43690)  0.17
H (-1.30466, 0.25741, 1.68356)  0.17
H (2.55591, -0.24508, -0.34265)  0.22
H (1.52600, -0.92659, 0.91112)  0.22
H (1.62834, 0.83294, 0.71907)  0.21


- Number 1 is which compound?
  C4H7Cl


- Look up the F_max of the second one.
  0.048 Eh/bohr